[1]
{
  "formula": "C5H11N",
  "method": "ωB97M-V/def2-TZVPD",
  "relative_energy_kcal_mol": 110.3,
  "elements": ["C", "C", "C", "C", "N", "C", "H", "H", "H", "H", "H", "H", "H", "H", "H", "H", "H"],
  "positions_angstrom": [[-1.83, 0.96, 0.00], [-0.66, 0.44, -0.89], [-0.44, -1.23, 0.57], [0.72, -1.74, -0.16], [0.55, -0.26, -0.27], [1.62, 0.51, 0.41], [-2.58, 0.19, 0.24], [-1.49, 1.38, 0.95], [-2.33, 1.78, -0.55], [-1.08, -0.22, -1.64], [-0.22, 1.32, -1.36], [-0.18, -0.93, 1.59], [0.62, -2.31, -1.09], [1.63, -2.00, 0.39], [1.30, 1.54, 0.51], [2.59, 0.50, -0.12], [1.79, 0.10, 1.41]]
}

***

[2]
{
  "formula": "C3H6NO3P",
  "method": "ωB97M-V/def2-TZVPD",
  "relative_energy_kcal_mol": 106.2,
  "elements": ["C", "C", "C", "N", "O", "O", "O", "P", "H", "H", "H", "H", "H", "H"],
  "positions_angstrom": [[-1.86, 1.26, 0.00], [0.17, -2.44, 0.00], [-0.58, 1.31, -0.13], [0.30, 2.28, -0.41], [-2.40, -0.01, -0.03], [-2.73, 2.28, 0.33], [-4.02, -1.86, -0.06], [-3.97, -0.42, -0.08], [-0.71, -1.89, -0.22], [0.88, -1.99, 0.65], [0.31, -3.22, -0.66], [-3.17, 2.15, 1.20], [0.36, 2.92, -1.18], [1.25, 2.30, 0.09]]
}

***

[3]
{
  "formula": "C24H45N3O10P",
  "method": "ωB97M-V/def2-TZVPD",
  "total_charge": 1,
  "relative_energy_kcal_mol": 213.0,
  "elements": ["C", "C", "C", "C", "C", "C", "C", "C", "C", "N", "C", "N", "C", "C", "C", "C", "N", "P", "C", "O", "H", "H", "H", "H", "H", "H", "H", "H", "H", "H", "H", "H", "H", "H", "H", "H", "H", "H", "H", "H", "H", "H", "H", "H", "H", "H", "H", "H", "H", "H", "H", "H", "H", "C", "C", "O", "C", "O", "O", "H", "H", "H", "H", "C", "C", "O", "C", "O", "O", "H", "H", "H", "H", "C", "C", "O", "C", "O", "O", "H", "H", "H", "H"],
  "positions_angstrom": [[2.55, -2.33, 2.52], [3.63, -1.67, 1.43], [3.45, -0.02, 1.29], [4.12, 0.59, -0.08], [3.04, 1.41, -1.04], [2.74, 0.61, -2.48], [2.07, -0.86, -2.19], [0.87, -1.31, -3.20], [-0.31, -0.21, -3.46], [-1.56, -0.42, -2.59], [-1.64, 0.23, -1.38], [-0.56, 1.15, -0.77], [-0.42, 0.48, 0.61], [-2.02, 0.22, 1.02], [-2.33, -1.07, 2.02], [-0.96, -1.85, 2.52], [-2.72, 0.29, -0.32], [-3.86, 1.63, -0.61], [-3.45, 3.19, 0.43], [-3.67, 2.16, -2.29], [2.02, -1.51, 3.19], [1.70, -2.88, 1.91], [3.07, -3.16, 3.18], [3.36, -2.13, 0.38], [4.74, -1.95, 1.75], [2.29, 0.16, 1.21], [3.79, 0.55, 2.28], [4.53, -0.32, -0.70], [5.00, 1.31, 0.29], [3.61, 2.41, -1.37], [2.07, 1.72, -0.47], [3.81, 0.44, -2.96], [2.15, 1.29, -3.23], [2.95, -1.65, -2.35], [1.78, -0.97, -1.04], [0.39, -2.30, -2.77], [1.37, -1.61, -4.23], [-0.69, -0.38, -4.58], [0.02, 0.91, -3.39], [-2.37, -1.05, -2.89], [-0.95, 2.10, -0.60], [0.11, -0.52, 0.32], [0.12, 1.24, 1.32], [-2.17, 1.12, 1.79], [-2.83, -0.63, 3.02], [-3.15, -1.80, 1.58], [-1.20, -2.55, 3.44], [-0.15, -1.08, 2.92], [-0.54, -2.41, 1.58], [-4.22, 4.07, 0.30], [-2.34, 3.57, 0.22], [-3.46, 2.89, 1.58], [-4.20, 1.49, -2.81], [5.50, -7.19, 1.89], [5.72, -5.85, 1.28], [4.66, -5.07, 1.81], [4.27, -5.67, 2.97], [3.49, -5.18, 3.77], [4.86, -6.89, 3.12], [6.44, -7.73, 2.07], [4.84, -7.82, 1.29], [6.67, -5.40, 1.59], [5.68, -5.87, 0.19], [-6.97, 2.42, 4.19], [-5.93, 1.36, 4.07], [-4.86, 2.03, 3.42], [-5.02, 3.36, 3.67], [-4.18, 4.21, 3.40], [-6.22, 3.62, 4.26], [-7.59, 2.30, 5.08], [-7.63, 2.47, 3.31], [-5.58, 1.01, 5.04], [-6.27, 0.51, 3.48], [-0.59, 4.16, -4.23], [-2.02, 3.96, -4.60], [-2.04, 4.30, -5.98], [-0.78, 4.12, -6.45], [-0.47, 4.15, -7.63], [0.10, 3.89, -5.43], [-0.27, 3.47, -3.44], [-0.37, 5.18, -3.91], [-2.35, 2.93, -4.49], [-2.69, 4.62, -4.03]]
}

***

[4]
{
  "formula": "C3H10OS",
  "method": "ωB97M-V/def2-TZVPD",
  "relative_energy_kcal_mol": 11.3,
  "elements": ["C", "C", "S", "C", "H", "H", "H", "H", "H", "H", "H", "H", "O", "H", "H"],
  "positions_angstrom": [[-2.16, -1.29, 0.55], [-1.81, -0.49, -0.71], [-0.30, -1.01, -1.55], [0.85, 0.16, -0.80], [-1.65, -1.00, 1.48], [-2.01, -2.37, 0.48], [-3.18, -1.18, 0.94], [-1.82, 0.57, -0.46], [-2.60, -0.55, -1.46], [1.26, -0.29, 0.12], [1.80, 0.22, -1.40], [0.42, 1.13, -0.50], [3.36, 2.05, 1.27], [4.22, 1.95, 1.70], [3.63, 2.09, 0.35]]
}